(1)
DFT (ωB97M-V with the def2-TZVPD basis set) results for a cluster of 2 separate species, C9H14O in total at a distorted geometry.

```
24
Properties=species:S:1:pos:R:3:forces:R:3
C -1.33037 1.55135 -2.32617 -1.3 3.2 -2.3
C -1.00338 -0.02851 -0.52867 0.7 -0.3 -0.3
C -0.90585 1.28986 -0.96151 -0.9 -0.1 1.3
C -0.41538 -0.45121 0.62722 -0.9 0.7 1.1
C -0.47410 2.26342 -0.07460 0.7 -0.1 1.4
C -0.10051 0.53421 1.59793 0.0 -0.2 -1.5
C -0.12439 1.88550 1.26848 -0.5 -1.6 -1.8
O 0.24343 0.02947 2.79110 0.5 0.2 2.4
H -1.50698 -0.75500 -1.15345 0.2 0.0 -0.3
H -0.43385 -1.50250 0.86801 0.1 0.0 0.3
H -1.68382 2.65712 -2.46132 1.5 -1.4 0.1
H -0.50865 1.27717 -2.99948 -0.3 0.4 -0.3
H -0.34398 3.31080 -0.38273 -0.3 -0.5 0.1
H 0.17783 2.50314 2.06052 0.3 1.4 0.6
H 0.31916 0.65300 3.56681 -0.2 -0.6 -1.7
H -2.26549 1.15228 -2.74980 0.4 -1.0 0.8
C 2.35344 -2.70343 -0.63053 3.3 2.6 -2.7
C 1.00044 -3.10074 -1.17704 -2.0 1.7 -0.5
H 3.10472 -2.63362 -1.61303 -1.5 -1.2 2.4
H 2.62902 -1.61570 -0.45136 -1.6 -0.8 0.6
H 2.83033 -3.23043 0.19673 -0.3 -0.5 -0.4
H 0.21213 -3.44241 -0.49936 0.7 -0.6 0.6
H 1.18877 -3.87630 -1.93864 -0.7 0.5 0.1
H 0.33411 -2.17607 -1.54230 2.1 -1.8 -0.1
```
Positions in Å, forces in eV/Å.

Calculated values
Kohn-Sham gap, eV: 9.01
Charge: 0
Highest occupied orbital energy, eV: -8.24

(2)
DFT (ωB97M-V with the def2-TZVPD basis set) results for the molecule C2H7OPS at a distorted geometry.

```
12
Properties=species:S:1:pos:R:3:forces:R:3
C -0.57990 1.67035 0.12703 -0.1 -2.0 -0.4
C 0.81294 -1.49550 0.32584 -4.3 2.1 -1.3
O 0.80306 1.37614 0.28901 0.8 -1.0 1.0
P 1.52726 0.03408 -0.33226 0.5 1.0 2.7
S 3.39770 0.06060 0.12442 -0.1 0.1 -0.5
H -0.55034 2.43271 -0.58918 -0.7 1.3 -1.0
H -1.13640 1.99265 1.03024 0.8 -0.4 -0.3
H -1.01874 0.74956 -0.33495 -0.5 0.9 0.5
H 1.16779 -1.80657 1.22513 1.2 -0.1 2.9
H -0.33729 -1.59512 0.34930 1.5 0.7 0.1
H 1.03385 -2.27172 -0.29060 1.1 -2.1 -2.3
H 1.11909 0.20645 -1.61188 -0.3 -0.4 -1.3
```
Positions in Å, forces in eV/Å.

Calculated values
Kohn-Sham gap, eV: 9.55
Charge: 0
Highest occupied orbital energy, eV: -8.76

(3)
DFT (ωB97M-V with the def2-TZVPD basis set) results for a cluster of 2 separate species, C3H10N2S in total at a distorted geometry.

```
16
Properties=species:S:1:pos:R:3:forces:R:3
C -3.76472 -0.46739 0.78909 0.3 -0.2 -0.8
C -2.31006 -0.92211 0.65405 -0.2 0.9 -0.8
S -1.28779 0.30726 -0.26246 -0.1 0.2 0.4
H -3.82483 0.33350 1.51278 -0.3 0.2 0.3
H -4.08064 -0.08543 -0.18396 -0.1 0.1 0.1
H -4.44312 -1.29972 0.99738 0.1 0.0 0.4
H -1.84411 -1.00966 1.63035 0.2 -0.5 -0.1
H -2.23469 -1.77494 -0.01355 0.0 -0.6 0.6
N 2.06555 0.64176 -0.04255 1.3 -0.2 -0.6
C 3.38135 0.60210 -0.32356 0.8 -0.2 0.9
N 4.05985 -0.47644 -0.50126 -0.3 0.0 0.5
H 1.58884 -0.23377 -0.18607 -0.8 0.4 0.2
H 1.65510 1.54201 0.11809 -0.7 -0.3 -0.3
H 3.91514 1.55446 -0.27197 -0.4 0.3 0.1
H 5.02763 -0.24407 -0.29879 0.2 -0.1 -0.8
H -1.82222 0.03991 -1.51466 0.0 0.0 0.0
```
Positions in Å, forces in eV/Å.

Calculated values
Kohn-Sham gap (spin up / spin down), eV: 2.47 / 8.69
Charge: -1
<S²>: 0.751
Highest occupied orbital energy (spin up / spin down), eV: 1.03 / -5.09
2S+1: 2

(4)
DFT (ωB97M-V with the def2-TZVPD basis set) results for the molecule C5H6O2 at a distorted geometry.

```
13
Properties=species:S:1:pos:R:3:forces:R:3
O -0.73465 -2.30422 -1.74958 0.0 0.1 0.0
C -1.28359 -1.43385 -1.08002 -0.3 0.1 0.3
C -0.56536 -0.46512 -0.34367 0.0 -0.8 0.5
O -1.15523 0.59054 0.27142 -1.1 -0.8 -0.3
C -0.24931 1.31309 0.88644 0.5 0.9 1.1
C 1.02172 0.55084 1.01649 -0.2 0.4 -0.4
C 0.86415 -0.06974 -0.37598 -0.1 -0.3 -0.8
H -2.38189 -1.37480 -0.96780 0.0 0.0 -0.1
H 0.50095 0.63003 -1.18567 1.9 0.9 0.5
H -0.53125 2.27992 1.26601 -0.2 -0.1 0.1
H 1.91039 1.15196 1.21453 -0.2 0.1 -0.3
H 0.94566 -0.20014 1.85135 0.0 0.2 -0.8
H 1.65841 -0.66852 -0.80352 -0.3 -0.5 0.2
```
Positions in Å, forces in eV/Å.

Calculated values
Kohn-Sham gap (spin up / spin down), eV: 7.40 / 8.28
Charge: 0
Highest occupied orbital energy (spin up / spin down), eV: -7.77 / -7.99

What did we get for energy above the lowest of the compared OMol25 structures with the same formula, charge and spin? Answer: 194.5 111.5 50.8 368.4 kJ/mol, in the order shown.